Record 1
{
  "formula": "C6H10O",
  "method": "ωB97M-V/def2-TZVPD",
  "symbols": ["O", "C", "C", "C", "C", "C", "C", "H", "H", "H", "H", "H", "H", "H", "H", "H", "H"],
  "coordinates": [[-2.12957, -1.37780, -0.02821], [-0.00652, -0.37365, 1.04689], [0.88642, -0.42131, -0.20319], [2.29966, 0.14578, -0.27208], [-1.24298, -0.32749, 0.11319], [-1.54038, 1.07138, -0.14390], [-0.33341, 0.20899, -0.94740], [-0.33804, 0.45078, -2.00072], [2.75084, -0.06230, -1.25304], [-2.48839, 1.22331, -0.69129], [2.29145, 1.22900, -0.13041], [0.15250, 0.59610, 1.53445], [-2.84079, -1.23593, 0.60644], [-1.37266, 1.84964, 0.59994], [-0.00629, -1.18269, 1.77165], [2.97376, -0.29867, 0.47318], [0.94438, -1.49513, -0.47551]],
  "forces_ev_per_a": [[-0.276, -0.052, 0.266], [0.020, -0.256, 0.371], [-0.073, 0.338, 0.004], [-0.096, 0.171, 0.040], [0.172, 0.056, 0.260], [0.560, 0.071, -0.183], [-0.216, 0.643, -0.052], [-0.564, -0.783, -0.209], [-0.207, 0.104, 0.176], [1.027, -0.012, -0.478], [0.069, -0.014, 0.054], [-0.286, -0.329, 0.218], [-0.069, -0.147, -0.019], [0.188, -0.262, -0.044], [0.298, -0.147, -0.017], [-0.272, 0.055, -0.051], [-0.274, 0.565, -0.337]],
  "total_charge": 0,
  "multiplicity": 1,
  "smiles": "C[C@H]1C[C@@]2(O)C[C@@H]12",
  "total_energy_ha": -309.74878,
  "largest_force_ev_per_a": 1.1
}


Record 2
{
  "formula": "C57H58N11O17Si",
  "method": "ωB97M-V/def2-TZVPD",
  "symbols": ["Si", "O", "O", "O", "O", "O", "O", "O", "O", "O", "O", "O", "O", "O", "O", "O", "O", "O", "N", "N", "N", "N", "N", "N", "N", "N", "N", "N", "N", "C", "C", "C", "C", "C", "C", "C", "C", "C", "C", "C", "C", "C", "C", "C", "C", "C", "C", "C", "C", "C", "C", "C", "C", "C", "C", "C", "C", "C", "C", "C", "C", "C", "C", "C", "C", "C", "C", "C", "C", "C", "C", "C", "C", "C", "C", "C", "C", "C", "C", "C", "C", "C", "C", "C", "C", "C", "H", "H", "H", "H", "H", "H", "H", "H", "H", "H", "H", "H", "H", "H", "H", "H", "H", "H", "H", "H", "H", "H", "H", "H", "H", "H", "H", "H", "H", "H", "H", "H", "H", "H", "H", "H", "H", "H", "H", "H", "H", "H", "H", "H", "H", "H", "H", "H", "H", "H", "H", "H", "H", "H", "H", "H", "H", "H"],
  "coordinates": [[-0.51858, 1.26200, -1.60206], [-4.13036, -5.58921, 3.30504], [3.23261, 6.01032, 0.10695], [-4.15448, 2.61265, -3.94997], [2.52965, -1.02782, -4.01855], [-2.07080, 0.90585, 2.40182], [0.48686, -1.47663, -3.52139], [-5.90164, -6.38885, 4.23034], [-4.18619, 0.98604, -5.35084], [5.19380, -0.96057, 1.03804], [-1.76023, 3.33718, -10.52683], [-2.64411, 1.87074, -9.20335], [-3.49171, 0.98345, 4.00873], [12.96956, -1.94793, -0.30385], [-3.54729, -3.45835, 9.57310], [3.25148, 4.05051, 0.97809], [-2.14582, -3.54689, 7.94775], [12.81815, -1.40653, 1.77379], [-4.66087, 1.61045, -4.42237], [12.33535, -1.67954, 0.69470], [-2.70854, -4.03272, 8.91442], [2.28826, 0.74708, -1.23163], [-2.64505, 0.41261, 3.36147], [1.34191, -0.99791, -4.25445], [-2.21968, 2.98320, -9.46425], [3.56352, 5.23552, 0.97355], [1.37985, -1.03608, -1.98313], [-5.30816, -5.54140, 3.60020], [4.63543, 0.02979, -0.95032], [-1.00242, -2.92986, 3.37090], [-1.71262, 5.19987, -8.44974], [-1.90633, 5.42901, -6.05219], [-6.48934, -0.02382, -4.34183], [-2.52212, 3.36493, -7.10101], [-0.66263, 2.34023, -3.11011], [-2.96137, -1.55557, 4.79545], [-6.48381, 1.84457, -2.79490], [10.28259, -2.02130, -0.61889], [2.70569, -1.33795, -1.81865], [-2.37156, 4.12235, -5.96225], [-5.91582, 1.12695, -3.83210], [4.38834, 5.73623, 2.07956], [5.59134, 5.33660, 4.09277], [4.72047, -0.00343, 0.51892], [-7.39462, -4.23998, 3.50482], [5.16260, 1.26608, -1.55999], [-1.97963, 0.13813, -1.35101], [-6.05895, -4.34723, 3.16924], [-0.89188, 0.44268, -6.85610], [-6.10589, -2.25724, 2.03346], [4.79855, 4.85598, 3.06474], [-5.39662, -3.37438, 2.44336], [-2.29208, -0.96390, 3.74027], [-0.40335, 2.31879, -0.07095], [-3.00705, -5.98972, 10.36662], [0.03133, 1.03105, -7.71116], [-1.66880, -3.54585, 4.42295], [10.86307, -1.68397, 0.58876], [-1.59585, 5.97147, -7.29823], [-7.68036, -0.46662, -3.79118], [-8.09303, -3.11711, 3.08984], [0.89200, -0.30475, -5.47362], [4.14822, 1.14636, 1.27829], [3.30631, -0.20319, -1.32203], [-7.67615, 1.39169, -2.25529], [-1.06361, -7.37362, 8.92949], [8.89948, -2.03861, -0.70617], [8.73243, -1.37761, 1.60105], [-1.71410, -7.98203, 9.99516], [1.10896, 0.23382, -1.62743], [10.11430, -1.35857, 1.70336], [-2.35166, -5.40791, 9.29770], [-2.17093, 3.90299, -8.31769], [4.73336, 7.07558, 2.09119], [1.83442, 0.25826, -6.31859], [-8.27383, 0.24066, -2.75336], [-0.46545, -0.23158, -5.72672], [8.12181, -1.71942, 0.40068], [5.95584, 6.67680, 4.12218], [-2.68134, -7.29081, 10.71273], [5.52507, 7.54368, 3.12629], [-1.31253, -1.62616, 3.02159], [-2.64403, -2.86101, 5.13463], [-7.45165, -2.12975, 2.35380], [-1.38170, -6.07393, 8.57204], [1.39247, 0.93577, -7.44680], [-2.86881, 2.34676, -7.03252], [6.57836, 7.04700, 4.92515], [7.04091, -1.73057, 0.33940], [4.29715, 2.10937, 0.80728], [-1.23320, 6.98718, -7.37301], [-0.30892, -7.91269, 8.37428], [-0.77460, 1.74775, 0.77260], [0.67914, -1.67744, -2.32405], [-3.18542, -7.76564, 11.54258], [-2.60742, 3.66556, -5.01524], [-0.80587, -1.13350, 2.20555], [-8.00269, -1.25711, 2.02951], [3.06778, 0.99117, 1.34751], [-1.77601, 6.02275, -5.15695], [4.89198, 1.28945, -2.61226], [-5.60734, -1.48515, 1.46292], [3.15392, -2.29043, -2.03442], [-9.20836, -0.10529, -2.33295], [-0.24481, -3.46887, 2.81866], [-1.89621, -0.29736, -0.35346], [-0.31782, 1.57341, -8.57516], [10.89931, -2.26668, -1.47002], [2.88705, 0.18559, -6.09055], [4.39294, 7.73730, 1.30956], [-1.38383, 1.92876, -3.81345], [-4.34895, -3.48840, 2.20730], [0.30512, 2.50148, -3.58496], [-2.06653, -0.66397, -2.08235], [10.60245, -1.09811, 2.63009], [5.92564, 4.66528, 4.87104], [-3.16403, -3.34207, 5.94579], [-1.43288, -4.56827, 4.68450], [2.44235, 1.69327, -0.91133], [2.10952, 1.40033, -8.10877], [-6.00874, 2.73840, -2.42024], [-3.75626, -5.43924, 10.91468], [-1.46666, -8.99918, 10.26696], [-0.99812, 3.31850, -2.76507], [-0.88583, -5.58747, 7.74615], [-3.71746, -1.01057, 5.34013], [4.83675, 2.18627, -1.07365], [4.52124, 1.16248, 2.29814], [0.61027, 2.64085, 0.18064], [8.12792, -1.12869, 2.46289], [5.80765, 8.58638, 3.15379], [-1.94852, 0.52468, -7.06940], [-8.14754, -1.36197, -4.17609], [-7.87824, -5.01648, 4.07778], [-1.43995, 5.59323, -9.41783], [8.42779, -2.30521, -1.64237], [-6.01850, -0.55999, -5.15163], [6.24932, 1.23359, -1.50894], [4.50475, 3.81823, 3.03144], [-0.98521, 3.22644, -0.22028], [-8.14093, 1.94096, -1.44866], [-2.87824, 0.75511, -1.35114], [-9.13921, -3.01460, 3.34161], [-1.17468, -0.68325, -5.04999]],
  "forces_ev_per_a": [[-0.325, 0.146, 0.464], [0.105, -0.107, -0.003], [0.000, 0.051, -0.040], [-0.138, -0.206, 0.177], [-0.157, -0.572, -1.767], [-0.001, -0.086, 0.003], [-4.353, -2.259, -10.010], [-0.018, -0.040, 0.002], [0.102, -0.102, -0.036], [0.045, -0.549, 0.409], [-0.205, 0.007, -0.027], [-0.119, -0.225, -0.785], [-0.044, 0.018, 0.038], [0.033, -0.010, -0.025], [-0.032, 0.004, 0.029], [0.029, 0.033, 0.020], [0.058, -0.087, 0.155], [0.026, 0.008, 0.018], [0.003, 0.086, 0.096], [-0.038, 0.030, -0.001], [0.015, 0.059, -0.009], [0.571, -0.104, -0.112], [0.007, 0.028, -0.059], [0.206, 0.785, -2.543], [0.243, 0.053, 0.489], [-0.121, -0.057, -0.088], [3.201, 2.572, 9.480], [0.020, 0.165, 0.047], [-0.477, 0.672, -0.018], [-0.043, -0.022, 0.055], [0.046, 0.126, 0.029], [0.031, 0.001, -0.288], [-0.039, -0.111, -0.062], [-0.036, -0.229, 0.270], [0.323, -0.129, 0.134], [-0.088, -0.048, 0.090], [-0.031, 0.083, 0.098], [-0.053, -0.033, -0.123], [0.254, 1.159, 1.856], [0.156, 0.330, 0.235], [-0.036, 0.005, -0.019], [0.017, 0.008, 0.035], [0.019, 0.072, -0.005], [0.257, 0.137, -0.377], [-0.131, -0.004, 0.034], [0.581, -0.235, 0.027], [0.394, -0.162, 0.035], [-0.017, 0.012, -0.028], [-0.056, 0.002, -0.045], [-0.065, -0.005, 0.027], [0.026, -0.099, 0.066], [0.080, 0.101, -0.061], [0.022, -0.020, 0.004], [0.621, -0.094, -0.234], [-0.071, -0.048, 0.101], [0.126, -0.043, 0.181], [-0.024, 0.008, -0.005], [-0.013, -0.020, 0.001], [0.008, -0.155, 0.067], [-0.017, 0.036, 0.055], [0.042, 0.045, -0.039], [-0.091, 0.214, 0.355], [-0.310, 0.124, 0.247], [-0.743, -0.754, -0.260], [-0.015, -0.067, -0.024], [-0.042, -0.022, 0.055], [-0.031, 0.035, 0.066], [-0.018, 0.001, -0.057], [-0.006, 0.029, -0.008], [0.469, -0.367, 0.220], [-0.072, 0.036, 0.118], [0.006, -0.030, 0.010], [0.011, 0.153, -0.106], [0.029, 0.123, -0.017], [0.169, 0.133, -0.021], [0.032, 0.012, -0.010], [-0.217, -0.008, 0.029], [0.039, -0.007, -0.036], [-0.020, -0.013, -0.025], [0.050, -0.026, -0.042], [0.020, -0.051, 0.047], [0.066, -0.059, -0.101], [-0.035, 0.011, -0.259], [0.017, -0.023, 0.007], [0.088, -0.057, -0.082], [-0.053, -0.075, 0.175], [-0.103, 0.154, -0.016], [0.001, 0.006, 0.013], [0.176, -0.079, -0.058], [0.083, 0.042, 0.044], [-0.018, 0.017, -0.014], [0.010, -0.003, -0.009], [-0.165, 0.115, 0.193], [0.582, -0.605, 2.514], [-0.007, -0.001, 0.013], [-0.014, 0.180, 0.038], [-0.027, 0.068, 0.008], [-0.002, 0.016, 0.010], [-0.035, 0.006, 0.002], [-0.023, 0.027, -0.011], [-0.092, -0.039, -0.017], [0.011, 0.012, 0.002], [-0.118, -0.006, 0.035], [-0.008, -0.005, 0.006], [0.017, 0.002, 0.001], [-0.061, -0.099, 0.013], [0.057, -0.075, -0.099], [0.071, -0.003, 0.037], [0.017, -0.040, 0.009], [-0.033, -0.048, -0.041], [0.068, 0.103, -0.201], [0.014, -0.066, 0.039], [-0.032, -0.055, -0.253], [-0.167, 0.002, -0.080], [0.075, -0.019, -0.020], [-0.002, -0.010, 0.010], [0.002, 0.009, 0.021], [-0.014, -0.016, -0.001], [-0.177, 0.038, -0.067], [0.022, -0.037, -0.009], [0.046, 0.011, -0.053], [-0.002, 0.062, -0.043], [0.007, -0.009, 0.007], [-0.192, 0.013, -0.086], [-0.034, 0.069, 0.004], [-0.001, 0.058, -0.038], [-0.162, 0.078, -0.078], [0.143, -0.065, -0.034], [0.033, 0.086, -0.033], [-0.010, -0.010, 0.009], [0.000, 0.014, -0.003], [0.048, -0.110, 0.000], [-0.003, -0.010, -0.009], [0.058, -0.051, 0.003], [-0.016, -0.044, -0.045], [-0.001, -0.010, -0.011], [0.044, 0.050, -0.021], [0.054, 0.039, 0.042], [-0.045, 0.001, -0.056], [-0.183, -0.015, 0.155], [-0.002, 0.011, 0.006], [-0.108, -0.019, -0.130], [-0.012, -0.003, 0.008], [-0.033, -0.038, -0.002]],
  "total_charge": 1,
  "multiplicity": 1,
  "total_energy_ha": -4376.71582,
  "largest_force_ev_per_a": 11.1
}


Record 3
{
  "formula": "C4H6NS",
  "method": "ωB97M-V/def2-TZVPD",
  "symbols": ["S", "N", "C", "C", "C", "C", "H", "H", "H", "H", "H", "H"],
  "coordinates": [[2.68192, -0.96702, 1.26828], [0.86753, 0.06060, 0.16555], [-1.55531, 0.39301, -0.67690], [2.19088, 0.42133, 0.12911], [-0.32584, -0.07917, 0.00987], [-1.58951, -0.74815, 0.30624], [2.38209, 1.39925, 0.57436], [-1.62328, 0.17687, -1.73520], [-2.02363, -0.60061, 1.28714], [-1.71756, -1.75660, -0.06852], [-1.93191, 1.36942, -0.40160], [2.64463, 0.33106, -0.85833]],
  "forces_ev_per_a": [[-2.224, 0.798, -0.954], [1.955, -1.375, 1.369], [-0.119, 0.286, -0.235], [1.109, 0.896, -0.442], [-0.502, -0.109, 0.013], [-0.347, -0.406, 0.130], [-0.110, -0.116, -0.043], [0.086, -0.109, -0.048], [0.119, 0.193, 0.096], [0.134, -0.021, -0.128], [0.017, 0.014, 0.178], [-0.119, -0.052, 0.063]],
  "total_charge": 1,
  "multiplicity": 1,
  "total_energy_ha": -608.51602,
  "largest_force_ev_per_a": 2.8
}


Copy entry 3 word for word.
{
  "formula": "C4H6NS",
  "method": "ωB97M-V/def2-TZVPD",
  "symbols": ["S", "N", "C", "C", "C", "C", "H", "H", "H", "H", "H", "H"],
  "coordinates": [[2.68192, -0.96702, 1.26828], [0.86753, 0.06060, 0.16555], [-1.55531, 0.39301, -0.67690], [2.19088, 0.42133, 0.12911], [-0.32584, -0.07917, 0.00987], [-1.58951, -0.74815, 0.30624], [2.38209, 1.39925, 0.57436], [-1.62328, 0.17687, -1.73520], [-2.02363, -0.60061, 1.28714], [-1.71756, -1.75660, -0.06852], [-1.93191, 1.36942, -0.40160], [2.64463, 0.33106, -0.85833]],
  "forces_ev_per_a": [[-2.224, 0.798, -0.954], [1.955, -1.375, 1.369], [-0.119, 0.286, -0.235], [1.109, 0.896, -0.442], [-0.502, -0.109, 0.013], [-0.347, -0.406, 0.130], [-0.110, -0.116, -0.043], [0.086, -0.109, -0.048], [0.119, 0.193, 0.096], [0.134, -0.021, -0.128], [0.017, 0.014, 0.178], [-0.119, -0.052, 0.063]],
  "total_charge": 1,
  "multiplicity": 1,
  "total_energy_ha": -608.51602,
  "largest_force_ev_per_a": 2.8
}


- Which value of multiplicity does entry 1 give?
  1